Record 1
Below is C24H30NO9SbTl as an isolated structure, with properties calculated with wB97M-V/def2-TZVPD.

## Properties
Frontier orbital gap = 7.902 eV
Energy above the lowest of the compared OMol25 structures with the same formula, charge and spin = 0.00 kJ/mol
Charge = -1
HOMO level = -0.2051 hartree
Multiplicity = 1
Molecular weight = 802.645 u

Atoms and positions in Å:
Tl (-0.24745, -0.85739, 3.48261)
O (-1.67877, 2.74981, 0.12381)
C (-1.12416, 2.04480, 0.94720)
O (-0.89256, 0.77108, 0.82867)
C (-0.63828, 2.63285, 2.25663)
C (-0.80266, 3.98728, 2.49112)
C (-0.24897, 4.52568, 3.64484)
C (0.45589, 3.69928, 4.49916)
C (0.57026, 2.34721, 4.18607)
N (0.01798, 1.82906, 3.09424)
C (1.37407, 1.41230, 5.10910)
O (1.82088, 1.91640, 6.13590)
O (1.48244, 0.21245, 4.70942)
H (-1.33781, 4.58272, 1.76573)
H (-0.35557, 5.58137, 3.86195)
H (0.92854, 4.04964, 5.40519)
O (2.26667, -4.68821, -2.02139)
C (1.99876, -4.14373, -0.97391)
C (2.35738, -4.65509, 0.42521)
O (2.96298, -5.65967, 0.68124)
C (1.78900, -3.65030, 1.42216)
C (1.18607, -2.60374, 0.60626)
O (0.59467, -1.54359, 1.03904)
C (1.27367, -2.89294, -0.75036)
O (0.74776, -2.11737, -1.65780)
O (1.80974, -3.71219, 2.63333)
C (-0.52565, -0.32044, -3.81810)
C (-0.93538, 0.60816, -2.67026)
C (-2.44828, 0.83958, -2.69062)
C (-0.35078, 1.99894, -2.93348)
Sb (-0.21210, -0.40651, -0.76183)
C (-2.00765, -1.73182, -0.38815)
C (-2.38114, -2.45608, -1.68642)
C (-3.16780, -0.88970, 0.14921)
C (-1.77909, -2.83286, 0.64965)
C (1.82595, 0.55659, -0.62932)
C (1.69317, 2.05106, -0.32746)
C (2.72842, 0.00079, 0.47485)
C (2.54717, 0.30905, -1.95826)
H (-0.88931, 0.10755, -4.76094)
H (-0.93576, -1.32303, -3.72571)
H (0.55716, -0.42547, -3.89481)
H (-2.69184, 1.33344, -3.64004)
H (-2.75070, 1.50895, -1.88597)
H (-3.04299, -0.06574, -2.64795)
H (-0.73684, 2.32833, -3.90642)
H (0.73115, 2.03440, -2.99660)
H (-0.69360, 2.71761, -2.18999)
H (-2.74709, -1.80691, -2.47585)
H (-3.18522, -3.16544, -1.45911)
H (-1.53787, -3.02707, -2.07534)
H (-3.42307, -0.03091, -0.45844)
H (-2.94564, -0.52785, 1.15254)
H (-4.05486, -1.53152, 0.21461)
H (-1.03787, -3.56495, 0.33210)
H (-2.72940, -3.36802, 0.76140)
H (-1.50049, -2.44762, 1.62715)
H (1.41749, 2.20364, 0.71501)
H (0.99147, 2.59040, -0.95246)
H (2.67883, 2.51231, -0.46022)
H (2.29768, 0.11231, 1.46815)
H (3.65746, 0.58236, 0.44859)
H (3.00125, -1.04157, 0.31815)
H (2.04808, 0.73197, -2.82502)
H (2.68669, -0.75513, -2.14189)
H (3.53794, 0.77351, -1.89620)

Mulliken atomic charge list, values in e, 8 entries: number 1, Tl, carries 1.36; number 2, O, carries -0.70; number 3, C, carries -0.43; number 4, O, carries 0.12; number 5, C, carries 0.39; number 6, C, carries -1.03; number 7, C, carries -0.34; number 8, C, carries -0.77

Record 2
Below is a 15-piece molecular cluster, C66H135F3O12 overall, with properties calculated with wB97M-V/def2-TZVPD.

## Properties
Frontier orbital gap = 9.488 eV
HOMO level = -0.3281 hartree
Multiplicity = 1
Molecular weight = 1177.788 u

Atoms and positions in Å:
F (6.30385, 3.94355, 1.88640)
C (5.28336, 4.74579, 2.19630)
C (5.62481, 6.04420, 2.61797)
C (4.59225, 6.81229, 3.04931)
C (3.28192, 6.33957, 3.08926)
C (2.94515, 5.05399, 2.70099)
C (3.99501, 4.23289, 2.29557)
H (6.58276, 6.38071, 2.69741)
H (4.78289, 7.77731, 3.52553)
H (2.51038, 6.93410, 3.51428)
H (1.88160, 4.74494, 2.77884)
H (3.81715, 3.19439, 2.00960)
F (-4.45691, 3.31843, 2.81381)
C (-4.29345, 3.69986, 1.54321)
C (-3.54777, 2.92579, 0.65811)
C (-3.40787, 3.24009, -0.65271)
C (-4.06591, 4.40770, -1.09794)
C (-4.73899, 5.22625, -0.19891)
C (-4.81238, 4.91325, 1.15762)
H (-3.20642, 1.92762, 0.99036)
H (-2.79086, 2.59261, -1.24489)
H (-3.97363, 4.70147, -2.11731)
H (-5.29981, 6.03266, -0.48074)
H (-5.29744, 5.56864, 1.85220)
F (-2.90584, -3.54768, -3.52795)
C (-2.31910, -3.10228, -4.69631)
C (-0.99278, -2.85889, -4.76964)
C (-0.58309, -2.44741, -5.98164)
C (-1.36662, -2.11052, -7.07410)
C (-2.74709, -2.41275, -6.95720)
C (-3.20748, -2.92946, -5.75548)
H (-0.29064, -3.12710, -4.00872)
H (0.48614, -2.39791, -6.16327)
H (-1.12145, -1.81425, -8.12006)
H (-3.51287, -2.08584, -7.62518)
H (-4.26252, -3.17781, -5.56192)
C (3.62320, -8.43411, 0.14663)
C (2.51635, -8.03734, 1.09962)
O (2.12658, -6.66898, 0.93883)
C (1.23794, -6.21348, 1.92147)
C (0.61537, -4.89872, 1.54100)
H (4.51365, -7.78449, 0.23469)
H (3.85562, -9.48089, 0.17843)
H (3.28508, -8.28357, -0.88040)
H (1.58315, -8.64287, 0.94673)
H (2.87022, -8.18081, 2.18079)
H (0.44790, -6.96124, 2.10723)
H (1.81847, -6.12261, 2.83922)
H (1.41165, -4.25835, 1.04000)
H (0.23196, -4.44178, 2.44109)
H (-0.30710, -4.99209, 1.00049)
C (0.51868, -6.76728, -3.45394)
C (0.41682, -5.45604, -2.72405)
O (1.15070, -4.43454, -3.43208)
C (1.66032, -3.46432, -2.58772)
C (2.43838, -2.41188, -3.40665)
H (0.20183, -6.62878, -4.46382)
H (1.53514, -7.21312, -3.48817)
H (-0.12776, -7.51677, -3.01974)
H (-0.67318, -5.27565, -2.48916)
H (0.83142, -5.55756, -1.67350)
H (0.83012, -3.02151, -1.93025)
H (2.39876, -3.93115, -1.87404)
H (3.11085, -2.90648, -4.17824)
H (3.01623, -1.84963, -2.68420)
H (1.72481, -1.74144, -3.88345)
C (1.63417, 1.84830, 4.88172)
C (2.71842, 1.23556, 5.90911)
O (3.96626, 0.95950, 5.30040)
C (4.69751, 2.11521, 5.07972)
C (6.07813, 1.68680, 4.59428)
H (0.67404, 1.90843, 5.34752)
H (1.96232, 2.79457, 4.43892)
H (1.50195, 1.20954, 4.03100)
H (2.87508, 1.86283, 6.80777)
H (2.30016, 0.31683, 6.20046)
H (4.31726, 2.70361, 4.27604)
H (4.81653, 2.80403, 5.93445)
H (5.98111, 1.32464, 3.59187)
H (6.53374, 0.92348, 5.15595)
H (6.74891, 2.52723, 4.51064)
C (0.03325, 5.42598, 4.82683)
C (-0.89457, 5.05497, 3.60557)
O (-0.44274, 5.71626, 2.39534)
C (-1.40256, 5.39742, 1.37509)
C (-1.20672, 6.33877, 0.17817)
H (0.03406, 6.49795, 4.88029)
H (-0.34780, 4.93778, 5.76579)
H (1.04649, 5.09336, 4.59607)
H (-0.90707, 4.04153, 3.42518)
H (-1.88811, 5.45033, 3.73771)
H (-1.29283, 4.35736, 1.09600)
H (-2.33374, 5.65104, 1.80953)
H (-0.25981, 6.10516, -0.33172)
H (-1.19107, 7.42042, 0.54395)
H (-1.99906, 6.12392, -0.53843)
C (-5.08047, -3.78424, 2.73677)
C (-4.90428, -3.65970, 1.24535)
O (-4.62252, -2.29894, 0.95377)
C (-4.81205, -1.81232, -0.38016)
C (-4.72491, -0.29013, -0.34550)
H (-4.20903, -3.51848, 3.32881)
H (-5.95996, -3.08106, 2.99244)
H (-5.21227, -4.84279, 2.89961)
H (-4.16980, -4.46376, 0.89018)
H (-5.84785, -3.93524, 0.80238)
H (-4.07419, -2.21772, -1.09634)
H (-5.78808, -2.24843, -0.69174)
H (-5.58586, 0.03866, 0.23499)
H (-4.62393, 0.18878, -1.28169)
H (-3.89966, -0.00258, 0.26993)
C (-8.59569, -6.31134, -2.19072)
C (-7.47251, -6.96368, -1.51381)
O (-6.26551, -6.40064, -2.04617)
C (-5.08903, -7.02378, -1.58052)
C (-3.86956, -6.29694, -2.17347)
H (-8.59971, -6.50386, -3.27938)
H (-9.48490, -6.84692, -1.77068)
H (-8.71015, -5.22952, -2.00017)
H (-7.40402, -6.75615, -0.43864)
H (-7.50545, -8.03475, -1.67795)
H (-5.03719, -6.98653, -0.47680)
H (-5.13753, -8.08695, -1.85334)
H (-3.81797, -5.24846, -1.76904)
H (-3.82850, -6.18503, -3.23821)
H (-3.06873, -6.85750, -1.65143)
C (0.95443, -2.37082, 3.75575)
C (-0.54284, -1.97373, 3.93134)
O (-0.82421, -0.78528, 3.18395)
C (-2.04933, -0.12698, 3.34300)
C (-2.22729, 0.62675, 4.69212)
H (1.58924, -1.76613, 4.36699)
H (1.11907, -3.40824, 3.94540)
H (1.19274, -2.29701, 2.70943)
H (-1.16616, -2.84371, 3.47860)
H (-0.75842, -1.81516, 4.97510)
H (-2.01493, 0.65147, 2.52992)
H (-2.79083, -0.90976, 3.13507)
H (-2.14212, -0.04112, 5.54306)
H (-3.17611, 1.06579, 4.66184)
H (-1.44234, 1.36676, 4.83481)
C (-1.03600, 5.32975, -3.92383)
C (-1.06126, 3.86058, -3.87565)
O (-2.42781, 3.46618, -4.02541)
C (-2.71279, 2.06298, -4.07659)
C (-4.19409, 1.84882, -3.97574)
H (-1.35142, 5.80135, -2.99254)
H (-0.03384, 5.70983, -3.99927)
H (-1.59214, 5.70503, -4.78870)
H (-0.44876, 3.41650, -4.66457)
H (-0.62266, 3.42646, -2.96236)
H (-2.19923, 1.63723, -4.89310)
H (-2.24213, 1.48436, -3.22195)
H (-4.69468, 2.54134, -3.30081)
H (-4.40790, 0.83615, -3.63580)
H (-4.66651, 2.03030, -4.94324)
C (1.18541, 9.63523, -1.20717)
C (1.79985, 8.34559, -0.70833)
O (1.52005, 7.25833, -1.55973)
C (2.49635, 6.27787, -1.74044)
C (1.87479, 4.87299, -1.64188)
H (1.45064, 10.35405, -0.43971)
H (1.62117, 9.92161, -2.19664)
H (0.11609, 9.56167, -1.27190)
H (2.89777, 8.41969, -0.61247)
H (1.42126, 8.11795, 0.31297)
H (2.83775, 6.36513, -2.68794)
H (3.26012, 6.40164, -0.98151)
H (1.60783, 4.81376, -0.59365)
H (2.59574, 4.07557, -1.85385)
H (1.03961, 4.77893, -2.32185)
C (4.60850, -5.01040, 3.91862)
C (4.74503, -4.72942, 2.44706)
O (4.36962, -3.42892, 2.17877)
C (4.39691, -3.21299, 0.74398)
C (4.22078, -1.77083, 0.54460)
H (5.28811, -4.41964, 4.52537)
H (3.52662, -4.81832, 4.22386)
H (4.72934, -6.08291, 4.11124)
H (5.74748, -4.96143, 2.05576)
H (4.05889, -5.33398, 1.88512)
H (5.30267, -3.60777, 0.32906)
H (3.58872, -3.82007, 0.29606)
H (5.07064, -1.27083, 1.03336)
H (3.29564, -1.38902, 0.93660)
H (4.21238, -1.50768, -0.50758)
C (0.36080, 2.29418, 1.16736)
C (0.38533, 0.81497, 0.86531)
O (-0.68078, 0.56450, -0.04081)
C (-0.88912, -0.81381, -0.24376)
C (-1.28622, -1.16760, -1.65406)
H (1.19014, 2.65217, 1.76423)
H (0.44567, 2.79662, 0.24590)
H (-0.59624, 2.54526, 1.55304)
H (1.33271, 0.50134, 0.37766)
H (0.16013, 0.21703, 1.71660)
H (0.03167, -1.33312, 0.06744)
H (-1.65677, -1.17692, 0.46343)
H (-1.59197, -2.23267, -1.68803)
H (-0.52260, -0.91885, -2.35883)
H (-2.14988, -0.55562, -1.89358)
C (5.35425, 2.48767, -1.73246)
C (4.87100, 1.72050, -2.91013)
O (3.54944, 1.30548, -2.75309)
C (2.89806, 0.92402, -3.96531)
C (1.43079, 0.76900, -3.56843)
H (5.58340, 1.79787, -0.90999)
H (6.35223, 2.95830, -1.91730)
H (4.64329, 3.22992, -1.33387)
H (4.86255, 2.31157, -3.83677)
H (5.46635, 0.85285, -3.12864)
H (2.97605, 1.69263, -4.76565)
H (3.30792, -0.04332, -4.30039)
H (1.19948, -0.09300, -2.92230)
H (0.81869, 0.54584, -4.45162)
H (1.13670, 1.64622, -2.98386)

Mulliken atomic charge list, values in e, 8 entries: number 1, F, carries -0.39; number 2, C, carries 0.02; number 3, C, carries -0.82; number 4, C, carries -0.68; number 5, C, carries -0.67; number 6, C, carries 0.84; number 7, C, carries -0.45; number 8, H, carries 0.65

Record 3
Below is the molecule C4H6OS2, with properties calculated with wB97M-V/def2-TZVPD.

## Properties
Frontier orbital gap = 7.709 eV
Energy above the lowest of the compared OMol25 structures with the same formula, charge and spin = 253.10 kJ/mol
HOMO level = -0.3232 hartree
Multiplicity = 1
Molecular weight = 134.225 u

Atoms and positions in Å:
C (0.32583, 0.78132, 0.43461)
C (-1.07738, -0.10478, 0.42814)
C (0.19385, 1.84985, -0.59386)
C (0.25156, -1.96174, 0.18803)
O (-0.98956, -1.47386, 0.41010)
S (1.52573, 0.54069, 1.47054)
S (-2.50516, 0.61701, 0.58655)
H (-0.82374, 1.95694, -0.86128)
H (0.74495, 1.58212, -1.58742)
H (0.68240, 2.75312, -0.36678)
H (1.05291, -1.94554, 0.81554)
H (0.57505, -1.54777, -0.76914)
H (0.04356, -3.04737, -0.15502)

Mulliken atomic charge list, values in e, 8 entries: number 1, C, carries 0.41; number 2, C, carries 0.30; number 3, C, carries -1.05; number 4, C, carries -0.95; number 5, O, carries -0.27; number 6, S, carries -0.24; number 7, S, carries -0.24; number 8, H, carries 0.38